Here is the molecule C4H7N3O from the OMol25 dataset. Energies are from ωB97M-V/def2-TZVPD.

Computed properties:
Molar mass (g mol⁻¹): 113.1
Energy above the lowest of the compared OMol25 structures with the same formula, charge and spin (eV): 3.296
Kohn-Sham gap (Ha): 0.2980
F_max (Eh/bohr): 0.114

Structure (XYZ):
```
15
C4H7N3O ωB97M-V/def2-TZVPD
N 1.09 -0.57 1.69
C 0.25 -0.22 0.48
C -0.30 1.09 0.34
O -0.29 1.90 1.38
C -0.93 1.20 -0.83
C -0.79 -0.04 -1.54
N -0.13 -0.84 -0.73
N 0.59 -2.02 -1.26
H 1.99 -0.68 1.32
H 0.75 -1.45 2.05
H -0.25 1.38 2.32
H -1.53 2.11 -0.97
H -1.07 -0.23 -2.60
H 1.59 -1.78 -1.33
H 0.53 -2.71 -0.52
```

Here is a cluster of 4 separate species, C23H62N10O8P3 in total from the OMol25 dataset. Energies are from ωB97M-V/def2-TZVPD.

Computed properties:
Molar mass (g mol⁻¹): 699.7
Kohn-Sham gap (Ha): 0.1931
F_max (Eh/bohr): 0.161
Total charge: -1

Structure (XYZ):
```
106
C23H62N10O8P3 ωB97M-V/def2-TZVPD
C -1.67 1.96 0.75
C -2.10 3.45 0.68
O -3.24 3.75 0.44
O -1.14 4.45 0.92
C -0.93 5.07 -0.39
N -0.52 3.99 -1.28
C -0.52 4.33 -2.70
O -1.67 5.04 -3.13
C -0.50 2.92 -3.49
O -0.42 1.88 -2.81
O -0.57 2.95 -4.74
H -0.99 1.84 1.62
H -2.55 1.29 0.74
H -1.04 1.82 -0.17
H -0.14 5.85 -0.22
H -1.89 5.55 -0.67
H 0.40 3.65 -0.99
H 0.37 4.89 -3.06
H -2.48 4.57 -2.89
O 0.47 -0.54 1.17
P 0.21 -2.04 1.32
N 1.50 -2.25 2.46
C 2.49 -3.30 2.54
C 1.26 -1.67 3.77
N 0.73 -2.38 -0.31
C 2.07 -2.83 -0.63
C 0.41 -1.31 -1.28
N -0.28 -3.70 1.49
C -0.92 -4.06 2.76
C 0.02 -4.84 0.67
H 2.07 -4.26 2.88
H 3.28 -3.03 3.24
H 3.01 -3.47 1.60
H 0.54 -2.26 4.36
H 0.86 -0.65 3.69
H 2.17 -1.58 4.36
H 2.84 -2.12 -0.30
H 2.18 -2.98 -1.71
H 2.28 -3.82 -0.21
H 1.13 -0.48 -1.22
H -0.59 -0.92 -1.11
H 0.43 -1.70 -2.30
H -0.19 -4.41 3.50
H -1.66 -4.85 2.63
H -1.45 -3.21 3.18
H 1.02 -5.24 0.88
H -0.07 -4.63 -0.39
H -0.69 -5.66 0.85
O 3.99 5.91 1.49
P 3.95 4.45 1.04
N 5.23 3.97 2.11
C 6.35 3.09 1.86
C 4.87 3.97 3.53
N 4.53 4.82 -0.57
C 5.92 4.69 -0.95
C 4.08 6.12 -1.08
N 3.67 2.81 0.54
C 3.06 1.92 1.54
C 4.12 2.10 -0.64
H 6.06 2.03 1.78
H 7.08 3.16 2.67
H 6.91 3.36 0.97
H 4.23 3.12 3.79
H 4.34 4.88 3.80
H 5.76 3.93 4.17
H 6.58 5.31 -0.33
H 6.06 4.98 -1.99
H 6.26 3.65 -0.92
H 4.67 6.95 -0.67
H 3.03 6.30 -0.84
H 4.16 6.15 -2.17
H 3.82 1.40 2.13
H 2.43 1.16 1.07
H 2.42 2.48 2.22
H 5.15 1.77 -0.53
H 4.01 2.70 -1.54
H 3.51 1.21 -0.82
O -2.46 -3.27 -0.85
P -3.93 -2.84 -0.85
N -4.52 -4.43 -0.52
C -5.65 -5.13 -1.09
C -4.24 -4.91 0.83
N -3.92 -2.48 -2.56
C -4.41 -3.42 -3.56
C -2.64 -1.97 -3.08
N -5.52 -2.15 -0.73
C -6.11 -2.09 0.60
C -6.46 -1.80 -1.77
H -6.62 -4.73 -0.76
H -5.62 -6.18 -0.82
H -5.63 -5.14 -2.18
H -4.89 -4.43 1.58
H -3.20 -4.71 1.11
H -4.38 -5.99 0.92
H -3.87 -4.38 -3.53
H -4.31 -3.01 -4.56
H -5.48 -3.61 -3.46
H -1.92 -2.78 -3.24
H -2.21 -1.25 -2.39
H -2.79 -1.45 -4.03
H -6.70 -2.99 0.83
H -6.76 -1.22 0.72
H -5.33 -1.99 1.36
H -7.00 -2.68 -2.14
H -5.99 -1.28 -2.61
H -7.22 -1.10 -1.41
```

Here is the molecule C23H21ClFN3O3 from the OMol25 dataset. Energies are from ωB97M-V/def2-TZVPD.

Computed properties:
Molar mass (g mol⁻¹): 441.9
Kohn-Sham gap (Ha): 0.3344
F_max (Eh/bohr): 0.014

Structure (XYZ):
```
52
C23H21ClFN3O3 ωB97M-V/def2-TZVPD
C 4.41 1.23 -2.89
C 4.09 0.22 -3.99
O 2.70 0.07 -4.20
C 1.95 -0.63 -3.30
C 2.45 -1.36 -2.23
C 1.58 -2.02 -1.38
C 0.20 -1.96 -1.58
N -0.67 -2.59 -0.67
C -1.58 -2.01 0.14
O -2.27 -2.65 0.90
C -1.68 -0.47 0.01
C -0.33 0.18 0.13
C 0.02 1.25 -0.69
C 1.27 1.82 -0.53
C 2.11 1.32 0.45
C 1.66 0.27 1.23
N 0.47 -0.29 1.07
N -2.60 0.03 1.03
C -3.90 0.14 0.68
O -4.30 -0.04 -0.45
C -4.85 0.55 1.80
Cl -4.55 2.24 2.27
C -2.10 0.23 2.34
C -2.16 -0.79 3.29
C -1.65 -0.59 4.55
C -1.07 0.63 4.85
F -0.55 0.83 6.08
C -0.99 1.66 3.92
C -1.51 1.45 2.66
C -0.29 -1.27 -2.69
C 0.57 -0.61 -3.53
H 5.49 1.34 -2.79
H 3.98 2.19 -3.13
H 4.00 0.90 -1.93
H 4.47 0.59 -4.95
H 4.56 -0.75 -3.78
H 3.50 -1.43 -2.03
H 1.96 -2.57 -0.54
H -0.51 -3.58 -0.49
H -2.15 -0.24 -0.95
H -0.66 1.61 -1.44
H 1.58 2.64 -1.16
H 3.09 1.74 0.61
H 2.27 -0.16 2.01
H -4.72 -0.06 2.69
H -5.87 0.49 1.43
H -2.60 -1.73 3.01
H -1.68 -1.36 5.30
H -0.53 2.59 4.19
H -1.47 2.23 1.92
H -1.35 -1.26 -2.88
H 0.21 -0.07 -4.39
```

Here is a cluster of 2 separate species, C3H9NOS2 in total from the OMol25 dataset. Energies are from ωB97M-V/def2-TZVPD.

Computed properties:
Molar mass (g mol⁻¹): 139.2
Energy above the lowest of the compared OMol25 structures with the same formula, charge and spin (eV): 3.397
Kohn-Sham gap (Ha): 0.3324
F_max (Eh/bohr): 0.085

Structure (XYZ):
```
16
C3H9NOS2 ωB97M-V/def2-TZVPD
C -0.89 -0.30 -1.96
C 1.42 -0.52 1.11
C 0.35 -0.88 1.76
N 2.64 -0.72 1.77
O -2.78 0.78 -0.26
S -1.51 2.78 -1.74
S -1.36 1.00 -0.62
H -0.09 0.21 -2.49
H -0.69 -1.18 -1.22
H -1.75 -0.39 -2.70
H 1.19 0.05 0.19
H -2.81 3.07 -1.26
H 0.45 -1.45 2.56
H -0.58 -0.66 1.38
H 3.42 -0.23 1.37
H 2.99 -1.57 2.12
```

Here is the molecule C4H4N4O from the OMol25 dataset. Energies are from ωB97M-V/def2-TZVPD.

Computed properties:
Molar mass (g mol⁻¹): 124.1
Energy above the lowest of the compared OMol25 structures with the same formula, charge and spin (eV): 5.330
Kohn-Sham gap (Ha): 0.3342
F_max (Eh/bohr): 0.137

Structure (XYZ):
```
13
C4H4N4O ωB97M-V/def2-TZVPD
N 1.18 1.64 -2.08
C 0.18 0.89 -1.19
N -0.74 0.00 -1.66
N -1.34 -0.82 -0.82
C -0.76 -0.40 0.30
C 0.34 0.48 0.06
N 0.99 0.06 1.21
C -0.14 -0.80 1.71
O -0.25 -1.49 2.75
H 2.24 1.30 -1.48
H 1.25 2.69 -1.96
H -1.36 0.07 -2.53
H 1.60 0.62 2.06
```

Here is a cluster of 2 separate species, C4H12 in total from the OMol25 dataset. Energies are from ωB97M-V/def2-TZVPD.

Computed properties:
Molar mass (g mol⁻¹): 60.1
Energy above the lowest of the compared OMol25 structures with the same formula, charge and spin (eV): 1.777
Kohn-Sham gap (Ha): 0.4441
F_max (Eh/bohr): 0.114

Structure (XYZ):
```
16
C4H12 ωB97M-V/def2-TZVPD
C -2.25 -0.36 1.60
C -0.83 -0.31 1.76
H -2.77 -1.19 2.20
H -2.82 0.53 1.71
H -2.36 -0.70 0.50
H -0.47 0.70 1.39
H -0.21 -1.13 1.32
H -0.68 -0.35 2.86
C 1.81 0.28 -2.40
C 1.35 0.35 -0.78
H 1.50 -0.72 -2.78
H 1.27 1.08 -3.19
H 2.85 0.47 -2.79
H 0.45 -0.34 -0.81
H 2.15 0.25 -0.02
H 1.00 1.42 -0.57
```

Here is the molecule C28H35NO4 from the OMol25 dataset. Energies are from ωB97M-V/def2-TZVPD.

Computed properties:
Molar mass (g mol⁻¹): 449.6
Energy above the lowest of the compared OMol25 structures with the same formula, charge and spin (eV): 0.295
Kohn-Sham gap (Ha): 0.3163
F_max (Eh/bohr): 0.012

Structure (XYZ):
```
68
C28H35NO4 ωB97M-V/def2-TZVPD
C -4.29 -1.26 -3.27
O -3.12 -1.75 -2.67
C -2.98 -1.78 -1.31
C -1.93 -2.58 -0.86
C -1.63 -2.70 0.48
C -2.39 -2.03 1.42
C -2.09 -2.13 2.90
N -1.78 -0.89 3.59
C -0.58 -0.19 3.15
C -0.77 0.75 1.95
C 0.53 1.47 1.58
C 1.62 0.58 1.03
C 1.40 -0.67 0.46
C 2.45 -1.41 -0.04
C 3.76 -0.93 0.01
O 4.71 -1.77 -0.51
C 6.06 -1.36 -0.56
C 6.30 -0.40 -1.73
C 6.88 -2.64 -0.74
C 3.99 0.32 0.57
C 2.93 1.05 1.07
C 0.26 2.59 0.59
C 0.48 3.90 0.97
C 0.27 4.95 0.09
C -0.18 4.69 -1.19
C -0.41 3.38 -1.59
C -0.20 2.32 -0.71
O -0.42 1.02 -1.03
C -0.75 0.70 -2.36
C -3.44 -1.23 0.98
C -3.74 -1.07 -0.36
O -4.74 -0.25 -0.82
C -5.49 0.48 0.12
H -5.18 -1.73 -2.86
H -4.38 -0.17 -3.17
H -4.20 -1.52 -4.33
H -1.36 -3.11 -1.60
H -0.81 -3.33 0.80
H -2.95 -2.57 3.42
H -1.23 -2.80 3.05
H -2.57 -0.26 3.55
H -0.23 0.41 4.00
H 0.18 -0.93 2.93
H -1.15 0.20 1.09
H -1.52 1.50 2.21
H 0.91 1.93 2.50
H 0.40 -1.07 0.39
H 2.28 -2.38 -0.49
H 6.35 -0.88 0.38
H 5.67 0.48 -1.63
H 7.34 -0.08 -1.75
H 6.06 -0.89 -2.67
H 7.94 -2.40 -0.78
H 6.70 -3.31 0.10
H 6.59 -3.14 -1.66
H 4.98 0.74 0.63
H 3.12 2.02 1.51
H 0.83 4.11 1.97
H 0.45 5.97 0.41
H -0.35 5.49 -1.89
H -0.76 3.20 -2.59
H -0.80 -0.39 -2.39
H 0.01 1.05 -3.06
H -1.72 1.11 -2.64
H -4.03 -0.71 1.72
H -6.20 1.06 -0.47
H -4.86 1.17 0.70
H -6.04 -0.17 0.80
```

Here is the molecule C3H5NOS3 from the OMol25 dataset. Energies are from ωB97M-V/def2-TZVPD.

Computed properties:
Molar mass (g mol⁻¹): 167.3
Energy above the lowest of the compared OMol25 structures with the same formula, charge and spin (eV): 3.224
Kohn-Sham gap (Ha): 0.3070
F_max (Eh/bohr): 0.119

Structure (XYZ):
```
13
C3H5NOS3 ωB97M-V/def2-TZVPD
O 2.87 1.33 -0.72
C 2.74 0.08 -0.52
S 1.27 -0.94 -1.25
C -0.10 0.13 -1.34
S -0.35 1.22 0.13
N -0.98 0.31 1.46
C -2.04 -0.46 1.36
S -3.09 -0.71 -0.08
H 3.66 -0.45 0.29
H -0.26 0.95 -2.08
H -1.02 -0.47 -1.58
H -0.25 0.00 2.01
H -2.46 -1.00 2.32
```

Here is the ion C11H12N3 with charge +1 from the OMol25 dataset. Energies are from ωB97M-V/def2-TZVPD.

Computed properties:
Molar mass (g mol⁻¹): 186.2
Energy above the lowest of the compared OMol25 structures with the same formula, charge and spin (eV): 4.623
Kohn-Sham gap (alpha / beta) (Ha): 0.2618 / 0.2618
F_max (Eh/bohr): 0.088
Total charge: +1

Structure (XYZ):
```
26
C11H12N3 ωB97M-V/def2-TZVPD
C 3.01 0.33 0.87
C 1.58 0.11 0.97
N 1.02 -0.96 1.50
C -0.27 -1.08 1.31
N -0.92 -2.23 1.06
C -2.05 -2.26 0.25
C -2.49 -1.19 -0.42
C -2.13 0.11 -0.08
C -2.86 1.24 0.16
C -2.22 2.04 1.08
N -0.98 1.64 1.38
C -0.76 0.44 0.59
C 0.63 0.77 0.00
C 0.94 0.43 -1.45
H 3.18 0.22 -0.19
H 3.52 -0.60 1.35
H 3.33 1.34 1.10
H -0.71 -3.03 1.72
H -2.55 -3.31 0.17
H -3.36 -1.20 -0.96
H -3.82 1.37 -0.27
H -2.59 2.89 1.68
H 0.75 1.94 0.17
H 0.09 0.57 -2.09
H 1.27 -0.57 -1.64
H 1.71 1.11 -1.82
```

Here is the molecule C4H8N2O from the OMol25 dataset. Energies are from ωB97M-V/def2-TZVPD.

Computed properties:
Molar mass (g mol⁻¹): 100.1
Energy above the lowest of the compared OMol25 structures with the same formula, charge and spin (eV): 5.160
Kohn-Sham gap (alpha / beta) (Ha): 0.2840 / 0.2840
F_max (Eh/bohr): 0.011

Structure (XYZ):
```
15
C4H8N2O ωB97M-V/def2-TZVPD
C -1.16 -1.16 -0.17
C -0.34 0.07 -0.50
C -0.64 0.96 -1.46
N -0.38 0.87 1.75
C 0.97 0.11 0.19
O 0.98 0.24 1.44
N 2.09 -0.03 -0.52
H -2.22 -0.91 -0.14
H -1.00 -1.91 -0.95
H -0.88 -1.59 0.79
H -0.05 1.85 -1.61
H -1.59 0.89 -1.97
H -0.69 0.23 2.50
H 2.01 -0.14 -1.52
H 3.01 0.01 -0.11
```

Here is a structure of composition CH5O2P from the OMol25 dataset. Energies are from ωB97M-V/def2-TZVPD.

Computed properties:
Molar mass (g mol⁻¹): 80.0
Energy above the lowest of the compared OMol25 structures with the same formula, charge and spin (eV): 5.694
Kohn-Sham gap (alpha / beta) (Ha): 0.2918 / 0.2923
F_max (Eh/bohr): 0.055

Structure (XYZ):
```
9
CH5O2P ωB97M-V/def2-TZVPD
C -1.33 0.31 -0.49
O 1.24 0.02 0.15
O 2.64 0.29 0.05
P -0.49 -1.29 -0.19
H -0.83 0.93 0.25
H -2.40 0.18 -0.16
H -1.28 0.56 -1.65
H 3.11 -0.14 0.88
H -0.66 -0.86 1.15
```

Here is a structure of composition C10H25P2 from the OMol25 dataset. Energies are from ωB97M-V/def2-TZVPD.

Computed properties:
Molar mass (g mol⁻¹): 207.3
Energy above the lowest of the compared OMol25 structures with the same formula, charge and spin (eV): 2.755
Kohn-Sham gap (Ha): 0.2991
F_max (Eh/bohr): 0.087
Total charge: +1

Structure (XYZ):
```
37
C10H25P2 ωB97M-V/def2-TZVPD
C 3.44 1.86 -0.15
C 0.85 -1.72 1.44
C -2.77 -1.16 2.63
C -2.37 -0.13 -2.11
C 3.07 0.49 -0.69
C 2.10 0.10 -3.11
C -0.29 -1.66 0.38
C -1.86 0.02 2.31
C -2.61 0.12 -0.57
C 0.09 1.19 0.11
P 1.62 0.91 -1.71
P -1.25 0.04 0.53
H 4.13 1.85 0.58
H 3.72 2.58 -0.87
H 2.69 2.45 0.46
H 0.34 -2.16 2.30
H 1.60 -2.31 0.82
H 1.16 -0.68 1.72
H -3.76 -0.78 2.53
H -2.51 -2.05 2.10
H -2.43 -1.35 3.60
H -3.29 0.31 -2.66
H -1.53 0.58 -2.32
H -2.05 -1.22 -2.34
H 2.92 -0.17 0.11
H 3.87 0.29 -1.38
H 1.50 0.31 -3.92
H 2.48 -0.87 -2.84
H -1.01 -2.53 0.43
H 0.15 -1.59 -0.66
H -1.09 -0.02 3.01
H -2.41 0.95 2.38
H -3.41 -0.57 -0.35
H -3.05 1.12 -0.43
H -0.32 2.23 -0.10
H 0.83 1.34 0.78
H 1.47 2.24 -2.05
```

Here is a cluster of 2 separate species, C10H16OS in total from the OMol25 dataset. Energies are from ωB97M-V/def2-TZVPD.

Computed properties:
Molar mass (g mol⁻¹): 184.3
Energy above the lowest of the compared OMol25 structures with the same formula, charge and spin (eV): 1.675
Kohn-Sham gap (Ha): 0.3137
F_max (Eh/bohr): 0.064

Structure (XYZ):
```
28
C10H16OS ωB97M-V/def2-TZVPD
C 2.88 -0.21 0.28
C 2.25 0.87 1.13
C 0.70 0.83 1.12
C 0.11 -0.43 1.15
C -1.29 -0.52 1.33
C -2.02 0.64 1.43
O -3.38 0.55 1.57
C -1.38 1.90 1.44
C -0.01 2.01 1.18
H 3.92 -0.07 0.03
H 2.23 -0.33 -0.57
H 2.85 -1.13 0.94
H 2.51 0.80 2.21
H 2.54 1.92 0.91
H 0.68 -1.33 0.96
H -1.71 -1.55 1.26
H -3.79 1.25 1.02
H -1.96 2.78 1.50
H 0.42 3.00 0.97
C -1.55 -2.22 -1.80
S -1.15 -0.53 -1.51
C 0.27 -0.23 -2.64
H -0.66 -2.87 -1.66
H -2.27 -2.57 -1.05
H -1.96 -2.38 -2.83
H 0.85 0.49 -1.93
H 0.14 0.50 -3.50
H 0.77 -1.15 -2.94
```

Number 1: DFT total energy -396.027272 a.u.. Number 2: DFT total energy -3086.848586 a.u.. Number 3: DFT total energy -1839.135986 a.u.. Number 4: DFT total energy -1045.960783 a.u.. Number 5: DFT total energy -448.899607 a.u.. Number 6: DFT total energy -159.519653 a.u.. Number 7: DFT total energy -1443.624267 a.u.. Number 8: DFT total energy -1441.750363 a.u.. Number 9: DFT total energy -590.254483 a.u.. Number 10: DFT total energy -341.814029 a.u.. Number 11: DFT total energy -532.719637 a.u.. Number 12: DFT total energy -1078.313658 a.u.. Number 13: DFT total energy -864.001493 a.u..